Entry 1:
C5H12N2 as an isolated structure, computed with ωB97M-V with the def2-TZVPD basis set.

Properties
Energy above the lowest of the compared OMol25 structures with the same formula, charge and spin   127.7 kcal per mole
HOMO-LUMO gap   7.6 eV

Geometry as XYZ:
```
19
C5H12N2 (ωB97M-V with the def2-TZVPD basis set)
N -1.015 -0.901 2.797
N 1.363 -0.544 -2.417
C -0.579 -1.031 1.406
C 0.316 -0.740 -1.357
C -0.074 0.430 -0.636
C -0.196 0.368 0.894
C -0.254 1.684 -1.253
H 0.875 1.395 -0.936
H 0.769 0.702 1.296
H -0.972 -1.764 3.304
H 1.232 0.360 -2.839
H -0.612 1.717 -2.271
H -0.426 -1.436 -1.725
H -0.375 -0.230 3.207
H -1.304 -1.389 0.669
H -0.992 1.057 1.198
H -0.315 2.580 -0.650
H 2.271 -0.581 -1.980
H 0.289 -1.677 1.291
```

How positive or negative is each atom? The natural (NBO) charges in e answer that: -0.832 -0.862 -0.212 -0.296 0.051 -0.448 -0.616 0.338 0.210 0.361 0.336 0.243 0.214 0.349 0.188 0.208 0.230 0.353 0.183


Entry 2:
A 2-piece molecular cluster, C5H13NO overall, computed with ωB97M-V with the def2-TZVPD basis set.

Properties
Energy above the lowest of the compared OMol25 structures with the same formula, charge and spin   53.2 kcal per mole
HOMO-LUMO gap   10.1 eV

Geometry as XYZ:
```
20
C5H13NO (ωB97M-V with the def2-TZVPD basis set)
O 3.905 -0.230 -1.781
N -1.130 0.254 1.962
C -0.488 -0.947 -1.315
C 0.433 0.977 0.185
C -0.946 1.184 0.885
C 0.540 -0.460 -0.293
C -2.216 -0.334 2.187
H 0.313 1.528 -0.757
H -0.758 -0.101 -1.953
H -1.645 1.109 0.043
H -1.424 -1.210 -0.811
H -1.024 2.240 1.168
H -3.200 0.130 2.040
H 1.537 -0.650 -0.707
H 3.027 0.037 -2.078
H -2.193 -1.353 2.578
H 3.737 -0.585 -0.900
H 0.549 -1.165 0.545
H -0.199 -1.867 -1.813
H 1.184 1.444 0.814
```

How positive or negative is each atom? The natural (NBO) charges in e answer that: -0.930 -0.424 -0.616 -0.389 -0.257 -0.406 -0.019 0.190 0.199 0.177 0.202 0.201 0.136 0.179 0.467 0.167 0.467 0.215 0.222 0.219


Which of these has the highest HOMO-LUMO gap? C5H13NO